Density functional theory data (ωB97M-V/def2-TZVPD) for the molecule C4H12N2O.

```
19
Properties=species:S:1:pos:R:3:forces:R:3
C 1.201847 0.342572 -1.620309 1.630 -2.723 2.077
C -0.294428 0.395569 -1.108756 2.247 2.215 -0.082
O -0.481875 1.833597 -0.782985 -0.904 -2.114 0.297
C -0.656624 -0.371499 0.145642 1.480 -1.938 -1.286
N -2.051536 -0.134171 0.493824 1.325 -0.616 0.526
C 0.348514 -0.233362 1.289465 -2.017 2.372 1.992
N 0.238108 -1.363453 2.241670 0.566 -2.026 -3.954
H 1.985353 0.525568 -0.773829 -1.691 0.103 -1.287
H 1.562412 0.967918 -2.441467 -0.851 0.058 -0.088
H 1.480727 -0.746961 -1.871213 -0.577 1.431 -0.060
H -0.934746 0.000161 -1.914325 -0.146 0.672 0.087
H -0.199355 2.214198 -1.587580 0.354 1.353 -1.143
H -0.499783 -1.391419 -0.208001 -0.493 -0.601 0.131
H -1.966888 0.808261 0.824321 -1.075 0.780 0.024
H -2.590498 -0.190832 -0.361061 -0.214 0.360 0.129
H 1.371143 0.000478 0.982801 -0.292 -0.161 -0.155
H -0.079831 0.723401 1.784811 1.157 -1.300 -0.150
H 0.879977 -2.107868 1.819971 -1.497 0.866 0.486
H 0.687482 -1.272158 3.087020 0.998 1.270 2.456
```
Forces are in eV/Å.

Calculated values
HOMO energy: -9.3 eV
ΔE to the lowest compared entry with this formula, charge and spin: 53.6 kcal per mole
structure (SMILES): C[C@H](O)[C@H](N)CN
HOMO-LUMO gap: 10.15 eV
calculated total energy: -344.2996 hartree
multiplicity: 1
total charge: 0

Atom charges from the Löwdin analysis, given in e for atoms 1 to 6:
1 C -0.061
2 C -0.350
3 O -0.052
4 C -0.425
5 N 0.074
6 C -0.234

***

Density functional theory data (ωB97M-V/def2-TZVPD) for a 2-piece molecular cluster, C4H12N2O overall.

```
19
Properties=species:S:1:pos:R:3:forces:R:3
C 2.694033 -0.028113 -0.292972 0.261 0.071 -0.167
C 1.785179 0.560612 -1.380487 -0.998 -0.242 -0.366
C 0.304028 0.266220 -1.155339 0.870 0.143 0.851
N -0.287838 -0.876881 -1.788298 -0.113 -0.098 -0.213
C -0.397860 0.903844 -0.217345 -1.121 0.263 -0.252
N -1.657567 0.461724 0.226972 0.227 -0.191 0.153
H 3.154770 0.756040 0.299466 0.130 0.143 0.027
H 3.491111 -0.632679 -0.728851 0.027 0.019 0.120
H 2.140964 -0.634520 0.415373 -0.164 -0.238 -0.022
H 1.985904 0.108735 -2.350912 0.400 0.059 -0.095
H 1.932213 1.632524 -1.503111 0.103 0.082 0.118
H -0.363185 -0.686632 -2.782679 -0.069 -0.163 0.002
H 0.260641 -1.727295 -1.695145 0.073 0.171 0.081
H -0.100008 1.840395 0.241619 0.444 -0.162 -0.042
H -2.400087 1.148405 0.200701 0.140 -0.077 0.035
H -1.901877 -0.398692 -0.246189 -0.212 0.144 -0.152
O -2.085508 -0.880122 3.879950 0.060 -0.166 -0.489
H -1.784765 -0.864572 2.955710 -0.083 0.186 0.327
H -2.719700 -1.604800 3.899046 0.025 0.057 0.085
```
Forces are in eV/Å.

Calculated values
HOMO energy: -8.1 eV
ΔE to the lowest compared entry with this formula, charge and spin: 34.6 kcal per mole
structure (SMILES): CC/C(N)=C/N.O
HOMO-LUMO gap: 8.99 eV
calculated total energy: -344.3299 hartree
multiplicity: 1
total charge: 0

Atom charges from the Löwdin analysis, given in e for atoms 1 to 6:
1 C -0.100
2 C -0.215
3 C -0.369
4 N 0.043
5 C -0.167
6 N 0.030

***

Density functional theory data (ωB97M-V/def2-TZVPD) for a 2-piece molecular cluster, C4H12N2O overall.

```
19
Properties=species:S:1:pos:R:3:forces:R:3
C -0.505753 -0.882163 -1.291848 -0.135 0.271 -0.096
C -0.371740 0.563316 -1.705542 1.376 -0.439 -2.481
N 0.559486 1.277326 -0.941649 1.399 0.130 0.241
O 0.439371 0.598819 -3.107027 -1.749 -0.071 1.385
H -0.883355 -0.936804 -0.270949 -0.091 -0.044 -0.020
H -1.185530 -1.404688 -1.961580 -0.069 -0.089 0.005
H 0.464434 -1.372560 -1.326012 0.107 0.023 0.003
H -1.332945 1.086467 -1.776267 0.270 -0.129 -0.310
H 0.487890 2.270723 -1.131520 -0.013 -0.035 -0.028
H 1.466290 0.976657 -1.375511 -0.792 0.500 0.966
H 0.056985 0.039814 -3.793327 -0.274 -0.081 0.158
H -0.129849 -2.616066 2.335604 0.230 0.158 -0.047
N -0.499110 -1.672541 2.224772 -0.431 -0.346 0.008
C 0.353597 -0.761258 2.397481 0.322 0.154 0.188
C -0.021084 0.675284 2.300610 0.083 0.110 -0.104
H 1.413861 -0.950748 2.626028 -0.138 -0.134 -0.027
H 0.345735 1.225432 3.166975 0.000 0.020 0.076
H 0.442378 1.104730 1.407624 -0.048 -0.002 0.074
H -1.100659 0.778259 2.222137 -0.047 0.005 0.009
```
Forces are in eV/Å.

Calculated values
HOMO energy: -9.7 eV
ΔE to the lowest compared entry with this formula, charge and spin: 44.7 kcal per mole
structure (SMILES): C[C@@H](N)O.[H]/N=C/C
HOMO-LUMO gap: 10.78 eV
calculated total energy: -344.3138 hartree
multiplicity: 1
total charge: 0

Atom charges from the Löwdin analysis, given in e for atoms 1 to 6:
1 C -0.058
2 C -0.412
3 N 0.026
4 O -0.130
5 H 0.054
6 H 0.077

***

Density functional theory data (ωB97M-V/def2-TZVPD) for a 2-piece molecular cluster, C4H12N2O overall.

```
19
Properties=species:S:1:pos:R:3:forces:R:3
C -0.254421 0.157424 1.671578 0.109 1.441 -1.681
C -1.198298 0.000590 0.466936 -1.005 1.007 -0.054
C -0.648517 -0.514598 -0.837923 -0.424 -1.828 -0.441
C 0.596911 1.262846 -1.956842 1.672 -0.549 0.276
N 0.492997 0.142698 -1.415256 -1.977 1.306 -0.106
N -0.834200 0.766414 2.852006 0.027 -1.362 -0.087
H 0.413089 0.913379 1.215184 0.546 -0.358 0.682
H 0.309347 -0.755522 1.812915 0.021 -0.119 0.604
H -2.113057 -0.586635 0.627769 0.342 -0.253 0.208
H -1.595653 1.005050 0.202527 0.183 -0.247 0.384
H -1.456120 -0.490031 -1.596453 0.474 0.276 -0.086
H -0.472893 -1.603094 -0.808210 0.444 0.170 0.231
H 1.545860 1.485443 -2.448540 -0.044 0.195 -0.077
H -0.142247 2.063779 -1.860938 -0.321 -0.269 -0.074
H -1.369130 0.048209 3.330679 0.038 0.151 0.320
H -1.504680 1.467432 2.587080 -0.108 0.436 -0.063
H 2.833454 -1.033525 -1.143057 0.270 0.852 -0.031
H 2.465433 -2.368188 -1.717922 0.155 -0.311 -0.083
O 2.932120 -1.961673 -0.981524 -0.404 -0.539 0.080
```
Forces are in eV/Å.

Calculated values
HOMO energy (alpha / beta): -13.2 / -13.1 eV
ΔE to the lowest compared entry with this formula, charge and spin: 61.7 kcal per mole
HOMO-LUMO gap (alpha / beta): 7.76 / 4.24 eV
calculated total energy: -343.9641 hartree
multiplicity: 2
total charge: +1

Atom charges from the Löwdin analysis, given in e for atoms 1 to 6:
1 C -0.273
2 C -0.184
3 C -0.175
4 C 0.154
5 N 0.185
6 N 0.024